No. 1
{"formula": "C22H36BN6OPd", "method": "ωB97M-V/def2-TZVPD", "elements": ["Pd", "C", "C", "C", "C", "C", "C", "N", "N", "B", "N", "C", "C", "C", "N", "C", "C", "C", "N", "C", "C", "C", "N", "C", "C", "C", "H", "H", "H", "H", "H", "H", "H", "H", "H", "H", "H", "H", "H", "H", "H", "H", "H", "H", "H", "H", "H", "H", "H", "H", "H", "H", "H", "H", "C", "C", "C", "O", "C", "H", "H", "H", "H", "H", "H", "H", "H"], "xyz": [[0.3631, -0.3660, -0.1414], [-2.2210, -2.3156, 3.4354], [-0.7927, -2.5192, 2.9275], [-0.7845, -3.1109, 1.5263], [0.0089, -1.2556, 3.0665], [0.4157, -0.6795, 4.2792], [1.1744, 0.4087, 3.9246], [1.2093, 0.4896, 2.5862], [0.4937, -0.5367, 2.0522], [2.0680, 1.4161, 1.6936], [2.9101, 0.4911, 0.7782], [4.2289, 0.3254, 0.6397], [4.4605, -0.6250, -0.3359], [3.1955, -1.0228, -0.7768], [2.2856, -0.3306, -0.0874], [2.8252, -2.0033, -1.8515], [3.4422, -1.5841, -3.1876], [1.3161, -2.1819, -1.9949], [1.2055, 2.3071, 0.7702], [1.1614, 3.6427, 0.6617], [0.3355, 3.9757, -0.3907], [-0.1004, 2.7506, -0.9143], [0.4342, 1.7619, -0.1987], [-0.9422, 2.4812, -2.1258], [-2.2110, 3.3316, -2.1296], [-0.1215, 2.7231, -3.3956], [-2.7620, -3.2625, 3.4516], [-2.2345, -1.9037, 4.4442], [-2.7648, -1.6238, 2.7896], [-0.3085, -3.2428, 3.5904], [-1.3213, -2.4745, 0.8198], [0.2304, -3.2707, 1.1580], [-1.2897, -4.0780, 1.5316], [0.1991, -1.0296, 5.2741], [1.7051, 1.1279, 4.5266], [2.7717, 2.1044, 2.3763], [4.9122, 0.8988, 1.2435], [5.4131, -0.9852, -0.6829], [3.2519, -2.9691, -1.5654], [3.0341, -0.6243, -3.5126], [4.5238, -1.4788, -3.1139], [3.2282, -2.3272, -3.9559], [0.8424, -1.2417, -2.3166], [1.0819, -2.9149, -2.7666], [0.8545, -2.5523, -1.0690], [1.7198, 4.2611, 1.3450], [0.0924, 4.9640, -0.7406], [-1.2183, 1.4241, -2.0950], [-1.9668, 4.3873, -2.2641], [-2.8649, 3.0407, -2.9528], [-2.7696, 3.2411, -1.1967], [0.2432, 3.7513, -3.4255], [0.7445, 2.0604, -3.4428], [-0.7310, 2.5556, -4.2849], [-3.8304, -0.3244, 0.5223], [-3.9520, -0.6098, -0.9737], [-2.5557, -1.0803, -1.3337], [-1.6813, -0.3724, -0.4106], [-2.4691, 0.3312, 0.6007], [-3.8384, -1.2599, 1.0833], [-4.6189, 0.3195, 0.9064], [-4.1961, 0.3062, -1.5140], [-4.7009, -1.3623, -1.2121], [-2.2523, -0.8264, -2.3485], [-2.4201, -2.1515, -1.1744], [-2.5041, 1.3853, 0.3222], [-1.9582, 0.2335, 1.5558]], "total_charge": 1, "largest_force_ev_per_a": 0.97, "homo_ev": [-11.72, -11.72], "de_lowest_kj_mol": 10.91, "orbital_gap_ev": [7.86, 7.87]}


No. 2
{"formula": "C41H29Cl5N4O3Tc", "method": "ωB97M-V/def2-TZVPD", "elements": ["Tc", "C", "O", "C", "N", "C", "C", "C", "C", "C", "C", "C", "C", "C", "C", "C", "C", "N", "C", "N", "C", "C", "O", "C", "C", "C", "C", "C", "C", "H", "H", "H", "H", "H", "H", "H", "H", "H", "H", "H", "H", "H", "H", "H", "H", "H", "H", "H", "Cl", "C", "C", "Cl", "C", "Cl", "C", "O", "C", "Cl", "C", "Cl", "N", "C", "C", "C", "C", "C", "C", "C", "C", "C", "C", "C", "C", "H", "H", "H", "H", "H", "H", "H", "H", "H", "H"], "xyz": [[0.4778, -0.4050, -1.1491], [-3.3684, -2.2227, 2.1735], [-2.0148, -2.0572, 2.7066], [-1.3529, -1.3637, 1.7843], [-1.9277, -1.0247, 0.7069], [-3.3132, -1.5463, 0.7797], [-4.3241, -0.4448, 0.5819], [-5.4217, -0.6454, -0.2455], [-6.3754, 0.3534, -0.3999], [-6.2313, 1.5597, 0.2688], [-5.1329, 1.7674, 1.0947], [-4.1825, 0.7695, 1.2491], [0.0479, -1.0086, 2.1170], [0.6311, -1.3122, 3.3426], [1.9225, -0.8769, 3.5938], [2.5874, -0.1223, 2.6289], [1.9235, 0.1192, 1.4467], [0.6923, -0.3313, 1.1804], [2.4655, 0.9448, 0.3490], [1.8316, 1.1087, -0.7691], [2.5251, 2.2241, -1.5091], [3.8713, 2.2365, -0.7803], [3.5729, 1.6059, 0.5169], [2.5286, 2.0692, -3.0067], [3.6692, 1.7831, -3.7495], [3.5914, 1.6694, -5.1326], [2.3794, 1.8441, -5.7820], [1.2407, 2.1547, -5.0486], [1.3217, 2.2743, -3.6733], [-4.0560, -1.7293, 2.8550], [-3.5805, -3.2872, 2.1372], [-3.4380, -2.2838, -0.0155], [-5.5400, -1.5900, -0.7653], [-7.2324, 0.1851, -1.0386], [-6.9776, 2.3346, 0.1551], [-5.0247, 2.7033, 1.6271], [-3.3385, 0.9302, 1.9128], [0.0663, -1.8701, 4.0758], [2.4027, -1.1053, 4.5356], [3.5852, 0.2637, 2.7839], [1.9790, 3.1376, -1.2643], [4.2498, 3.2328, -0.5810], [4.6353, 1.6235, -1.2460], [4.6334, 1.6463, -3.2811], [4.4858, 1.4526, -5.7012], [2.3258, 1.7593, -6.8594], [0.2942, 2.3168, -5.5489], [0.4336, 2.5521, -3.1096], [1.9971, -7.4042, -1.6794], [1.9977, -5.7141, -1.4294], [0.8095, -4.9986, -1.5283], [-0.6828, -5.7610, -1.8862], [0.8477, -3.6293, -1.3276], [-0.6246, -2.6742, -1.3861], [2.0086, -2.9302, -1.0576], [2.0100, -1.5978, -0.9206], [3.1891, -3.6569, -0.9391], [4.6295, -2.7916, -0.5697], [3.1860, -5.0371, -1.1231], [4.6464, -5.9070, -0.9746], [-1.2366, 0.8727, -1.1836], [-1.8972, 1.3780, -2.3869], [-2.7740, 2.4371, -2.2120], [-3.4497, 2.9681, -3.2959], [-3.2257, 2.4354, -4.5572], [-2.3355, 1.3885, -4.7174], [-1.6529, 0.8189, -3.6346], [-0.6383, -0.2356, -3.9135], [-0.7995, -1.0381, -5.0418], [0.2216, -1.8516, -5.5100], [1.4648, -1.8494, -4.8820], [1.6262, -1.1348, -3.7137], [0.5519, -0.4054, -3.1644], [-1.0553, 1.6792, -0.5858], [-1.8928, 0.3064, -0.6220], [-2.9388, 2.8413, -1.2178], [-4.1350, 3.7927, -3.1558], [-3.7284, 2.8479, -5.4213], [-2.1330, 1.0246, -5.7149], [-1.7404, -1.0153, -5.5750], [0.0590, -2.4612, -6.3894], [2.2876, -2.4247, -5.2860], [2.5750, -1.1610, -3.1958]], "total_charge": 2, "largest_force_ev_per_a": 0.70, "homo_ev": [-13.40, -13.46], "orbital_gap_ev": [7.18, 6.04], "s_squared": 3.79, "spin_multiplicity": 4}


No. 3
{"formula": "C3H13N2OS", "method": "ωB97M-V/def2-TZVPD", "elements": ["N", "C", "C", "S", "C", "N", "H", "H", "H", "H", "H", "H", "H", "H", "H", "H", "H", "H", "H", "O"], "xyz": [[-0.9405, 1.1450, -0.2267], [0.4491, 0.4613, -0.3041], [1.5024, 1.4123, 0.2280], [2.0557, 1.1106, 1.9455], [0.3460, -0.9706, 0.2766], [0.1895, -1.9850, -0.7531], [-1.6624, 0.4239, -0.1252], [-0.8879, 1.8421, 0.5163], [-1.0996, 1.7070, -1.0626], [0.6100, 0.2911, -1.3601], [2.3680, 1.5627, -0.4144], [1.1481, 2.4510, 0.1367], [3.3836, 1.0688, 1.7188], [-0.6043, -0.9849, 0.8156], [1.2299, -1.0730, 0.9005], [0.6666, -2.8368, -0.4650], [0.7024, -1.8722, -1.6238], [-3.0572, -1.1470, 0.6938], [-3.4147, -1.6791, -0.6564], [-2.9845, -0.9270, -0.2404]], "total_charge": 1, "largest_force_ev_per_a": 1.53, "homo_ev": -12.88, "de_lowest_kj_mol": 113.09, "orbital_gap_ev": 9.68}


No. 4
{"formula": "C6H7I2NO", "method": "ωB97M-V/def2-TZVPD", "elements": ["C", "N", "C", "I", "C", "C", "C", "C", "O", "H", "H", "H", "H", "H", "H", "I", "H"], "xyz": [[1.8727, 0.3446, 1.4365], [0.9200, -0.0932, 0.4391], [0.3319, 0.8026, -0.4130], [0.8850, 2.8878, -0.5463], [-0.5142, 0.3330, -1.3894], [-1.0943, -0.8960, -1.1380], [-0.5738, -1.8011, -0.2316], [0.6057, -1.4854, 0.4358], [1.2514, -2.2848, 1.1233], [1.9117, 1.3751, 1.5603], [1.6631, -0.0560, 2.3805], [2.8289, -0.0522, 1.1868], [-1.0194, 1.0357, -2.0930], [-2.0119, -1.0219, -1.6526], [-1.0688, -2.6994, -0.1881], [-3.5761, 1.8172, 0.0645], [-2.4119, 1.7941, -0.9748]], "total_charge": 0, "largest_force_ev_per_a": 4.14, "homo_ev": -8.57, "de_lowest_kj_mol": 71.42, "orbital_gap_ev": 8.27}